C6H16BCoNO6P2 as an isolated structure. Source: OMol25; level of theory: ωB97M-V with the def2-TZVPD basis set.

## Properties
Charge: +2
Multiplicity: 4
LUMO energy (spin up / spin down), eV: -6.543 / -9.753
<S²>: 3.76

Cartesian coordinates (Å):
C (1.3158, -2.0613, 2.7469)
O (1.7823, -0.9847, 1.8576)
B (0.8398, -0.1248, 1.3304)
O (-0.0252, 0.6334, 2.0636)
C (1.0124, -0.2007, -0.2258)
C (2.2905, 0.6794, -0.5911)
N (2.2278, 1.1508, -1.9582)
O (-0.0705, 0.3871, -1.0229)
C (-1.2974, -0.0237, -0.7356)
O (-1.6682, -1.1147, -0.3685)
P (-2.5828, 1.2941, -1.0465)
C (-4.1892, 0.6715, -0.6096)
C (-2.1438, 2.8598, -0.3152)
P (1.6067, -1.9345, -0.6388)
O (1.3644, -2.0212, -2.2106)
O (0.5990, -2.9474, 0.0780)
H (0.2277, -2.0929, 2.7900)
H (1.6344, -3.0142, 2.3218)
H (1.7498, -1.9328, 3.7351)
H (0.3175, 1.5078, 2.2836)
H (2.2842, 1.5451, 0.0746)
H (3.1865, 0.0737, -0.4072)
H (2.8573, 0.6281, -2.5533)
H (2.4996, 2.1211, -2.0259)
H (-4.1321, -0.4042, -0.4335)
H (-4.6095, 1.2219, 0.2341)
H (-4.8534, 0.8259, -1.4685)
H (-2.6759, 3.0188, 0.6248)
H (-2.4330, 3.6586, -1.0071)
H (-1.0591, 2.9038, -0.1968)
H (0.7827, -1.3497, -2.5909)
H (-0.1815, -3.2031, -0.4348)
Co (3.3431, -1.7712, 0.7002)


An isolated ion of composition C6H16BN5O and charge +2. Source: OMol25; level of theory: ωB97M-V with the def2-TZVPD basis set.

## Properties
Charge: +2
Energy relative to the best compared isomer or geometry (same formula, charge and spin), eV: 1.483
LUMO energy, eV: -8.471

Cartesian coordinates (Å):
B (-0.1451, 1.0135, 0.9617)
C (1.2943, -1.1182, 1.9670)
C (-0.4550, 0.8287, -1.4251)
C (-0.6068, -0.5358, 0.6787)
C (0.1975, 1.6030, 2.4136)
C (-1.4308, -1.4601, -1.6973)
C (-0.8609, -1.8455, -3.0409)
N (0.3962, -1.4795, 1.1500)
N (-0.0783, 1.5515, -0.2763)
N (1.7269, 0.0775, 2.4423)
N (-0.5481, -0.5999, -0.8563)
N (0.9184, 2.7865, 2.4875)
O (0.5414, -1.8748, -3.0687)
H (2.1204, -1.8597, 2.0347)
H (-1.4764, 1.0484, -1.8538)
H (0.1789, 0.9987, -2.2607)
H (-1.5749, -0.8210, 0.8976)
H (-0.4072, 1.1951, 3.2368)
H (-1.4808, -2.3234, -1.1276)
H (-2.4907, -1.1545, -1.8145)
H (-1.1720, -2.8846, -3.2661)
H (-1.1958, -1.1281, -3.8675)
H (0.2584, 2.5415, -0.4900)
H (1.8424, -0.0317, 3.4978)
H (0.2653, -1.0109, -1.2001)
H (0.4893, 3.4212, 3.1813)
H (0.8025, 3.2224, 1.5868)
H (1.9677, 2.6086, 2.9211)
H (0.9232, -2.7689, -3.2122)


C6H16Cl4InN2 as an isolated structure. Source: OMol25; level of theory: ωB97M-V with the def2-TZVPD basis set.

## Properties
Charge: -1
LUMO energy, eV: 2.432

Cartesian coordinates (Å):
C (3.7707, 0.1353, 1.3911)
C (2.6587, -0.6851, 2.0696)
C (1.3091, -0.5697, 1.3605)
C (0.6938, 0.8382, 1.4321)
N (-0.1955, 1.2389, 0.3468)
In (-1.7931, -0.0550, -0.2782)
C (-3.7085, 0.4388, 0.7792)
N (-4.4106, -0.8063, 1.2261)
H (4.4166, -0.5175, 0.8000)
H (3.3611, 0.8782, 0.7082)
H (4.4167, 0.6378, 2.1121)
H (2.9603, -1.7372, 2.0410)
H (2.5768, -0.4360, 3.1309)
H (1.4451, -0.8334, 0.3077)
H (0.6062, -1.2809, 1.7940)
H (0.1182, 0.9189, 2.3634)
H (1.5058, 1.5732, 1.5168)
H (0.3796, 1.5336, -0.4353)
H (-1.4568, -1.7876, 0.0046)
H (-2.1356, 0.1458, -2.0127)
H (-3.5015, 1.0920, 1.6365)
H (-4.3637, 0.9932, 0.1063)
H (-5.4032, -0.6222, 1.3305)
H (-4.0710, -1.0528, 2.1461)
C (0.1605, -0.0071, -5.1593)
Cl (0.7459, 1.4088, -6.0622)
Cl (0.9786, -1.4546, -5.7860)
Cl (0.5106, 0.1850, -3.4595)
Cl (-1.5750, -0.1722, -5.4099)


Look up the charge of the first one. +2


Among the records above, which one has the lowest charge? C6H16Cl4InN2